A cluster of 2 separate species, C5H8O2 in total at a distorted geometry. Source: the Open Molecules 2025 dataset; level of theory: ωB97M-V/def2-TZVPD.

Summary:
HOMO energy (eV): -8.45
Lowest unoccupied orbital energy (hartree): 0.0362
ΔE to the lowest compared entry with this formula, charge and spin (kcal/mol): 66.0
Orbital gap (eV): 9.436

```
! RIJCOSX wB97M-V def2-TZVPD def2/J DEFGRID3
* xyz 0 1
H 2.34 -0.74 1.32
C 1.40 0.23 0.08
O 1.42 -0.69 1.00
H 0.13 0.25 -1.56
H -2.37 -0.33 -1.71
O 4.59 1.15 0.04
H -2.71 0.91 -0.49
H -1.23 -0.30 1.16
C -2.45 -0.14 -0.63
C -1.13 -0.47 0.08
C 3.97 0.40 0.63
C 0.01 0.38 -0.47
H -3.27 -0.75 -0.24
H -0.21 1.46 -0.37
H -0.89 -1.53 -0.05
*
```

A cluster of 12 separate species, C43H110BClN4O18P in total at a distorted geometry. Source: the Open Molecules 2025 dataset; level of theory: ωB97M-V/def2-TZVPD.

Summary:
HOMO energy (eV): -10.90
Lowest unoccupied orbital energy (hartree): -0.1000
Orbital gap (eV): 8.181

```
! RIJCOSX wB97M-V def2-TZVPD def2/J DEFGRID3
* xyz 1 1
P -3.53 1.33 -0.92
H -4.82 6.33 -3.11
H 4.99 1.36 0.98
O -3.41 4.37 -4.30
H 7.48 2.76 5.89
C 6.03 1.16 1.24
H -6.28 0.48 -4.59
N -2.10 0.77 -1.69
C 0.73 -2.25 5.90
C -1.25 7.23 0.61
O -9.22 -1.72 1.98
H -4.50 5.61 -5.47
H 5.04 -3.23 -0.82
O 1.15 -0.32 -7.63
O -0.50 -1.53 5.79
H 0.71 4.11 -1.90
H -8.37 1.13 4.11
H -5.59 4.79 -2.73
H 4.34 -2.25 -6.18
H -8.85 0.67 -5.71
H 8.29 -3.14 5.27
H -7.01 0.29 3.37
H -3.81 -0.74 2.19
H -4.62 0.11 4.08
H 5.97 -0.95 -0.15
H -0.12 -2.75 0.71
B -2.82 -2.69 -3.07
H -0.57 -1.37 3.08
H -0.44 -0.77 6.38
C 7.89 4.73 5.11
C -2.49 -2.25 3.07
H 2.23 -0.60 -5.03
O -3.64 -3.55 -2.45
H 2.94 -3.24 -4.34
H -2.34 -0.12 2.92
C 1.00 4.06 0.89
H -6.51 2.28 1.97
H 3.25 -3.48 -6.85
C -8.14 0.94 -4.93
H -8.56 0.64 -3.97
O 2.59 -1.25 -4.41
C -0.75 1.08 -1.10
C -8.84 -2.66 2.99
H -0.87 1.57 -0.14
H 6.61 1.22 0.31
H -6.38 5.93 -3.84
H -3.56 3.71 -3.61
H 1.56 -1.64 5.56
H -5.29 4.07 -5.11
H 1.46 -0.47 -2.10
C -4.69 4.88 -4.69
H 4.01 -1.59 1.54
N -3.91 -0.58 4.27
H 0.06 -1.46 -6.38
H 10.17 -2.25 3.84
Cl -4.31 -0.42 -3.47
H 1.07 -1.89 8.00
C 9.14 -2.31 3.47
H 8.83 -4.35 4.11
H -1.09 4.29 1.33
H 7.15 -0.28 2.36
H -0.50 -3.11 2.96
H -0.73 3.77 -0.93
H 7.08 -3.69 2.79
O 7.77 2.60 3.91
H 6.85 4.95 4.87
H 3.59 -3.69 0.06
H 1.48 -2.79 -5.23
O -4.35 0.23 -0.43
H -1.67 -2.14 -8.06
O -6.47 1.78 4.62
H 5.42 -0.34 2.65
H 7.45 -4.89 -2.05
C -2.15 7.25 1.83
H 3.86 -0.85 -0.94
C 2.53 -2.52 -5.05
C 4.23 -2.84 -0.20
H 5.00 -3.00 1.81
C 6.18 -0.22 1.87
C -0.18 3.90 1.80
O 1.06 3.11 -0.12
O -4.14 2.27 -2.04
H -2.11 9.18 2.13
H 9.18 -2.55 2.41
C -3.15 -0.86 3.04
O -3.06 2.37 0.16
H -7.40 2.71 -5.89
C 0.24 3.37 -1.25
H 1.01 1.66 -2.27
H 9.15 3.00 5.40
H -0.20 7.26 0.90
H -0.62 -4.41 -4.72
H 8.52 5.19 4.35
C 7.49 -5.29 -1.03
O 7.01 -3.45 3.73
H 1.93 -1.80 0.60
H -2.32 -4.92 -4.59
H 6.92 -2.01 0.89
H -8.18 1.73 1.70
H -9.60 -3.45 3.05
H -0.04 -2.53 -8.63
O 1.83 4.90 0.99
C -1.50 -4.39 -4.10
C 6.04 -1.37 0.86
H 9.33 -4.30 -0.51
C -7.83 2.42 -4.93
H -7.19 -3.96 3.50
H 0.16 -3.36 7.66
C -2.07 -0.53 -2.08
C -0.12 -0.86 -7.27
H -1.42 6.33 0.01
H -4.38 -3.16 -1.98
O -1.86 -3.00 -3.94
O -6.95 0.19 -5.21
H 7.91 -6.29 -1.07
H -8.72 3.03 -4.75
C 4.78 -2.22 1.08
C -0.71 -1.72 -8.37
H 3.36 -2.11 -2.04
H -0.51 2.26 -2.89
H -5.00 2.62 -1.77
H 6.47 -5.37 -0.65
H 0.63 -3.10 5.22
C -7.39 1.27 3.65
H -3.20 7.21 1.52
O -1.93 8.39 2.65
C -1.04 -2.23 2.60
H -1.44 8.10 -0.03
H -2.96 1.95 1.02
C 1.95 -1.75 -0.49
H 6.36 1.94 1.92
H 0.05 -0.18 1.34
H -7.47 -3.79 1.76
H 8.13 5.18 6.07
H 8.72 -5.76 1.22
C 1.30 -0.48 -1.02
H -6.79 2.64 4.91
H 1.42 -2.64 -0.84
H 0.00 4.51 2.69
H -9.24 -2.19 1.15
H 1.81 0.39 -0.61
H -3.28 -0.19 4.96
H -1.29 -4.84 -3.13
H 8.33 2.97 3.22
H -0.88 -1.12 -9.27
C 3.29 -2.51 -6.35
C -5.42 5.52 -3.52
C 8.11 3.23 5.14
C 8.31 -4.39 -0.12
C 0.98 -2.74 7.32
H 2.86 -1.76 -7.01
H 1.03 0.23 -8.42
H -3.06 -2.94 2.44
O 8.33 -4.87 1.22
H -0.81 -0.05 -7.01
H -1.61 -0.13 0.82
H 7.88 -3.40 -0.07
C 8.35 -3.37 4.21
H -0.33 2.88 2.14
H -8.84 -2.11 3.93
H -1.86 -2.41 0.62
C 3.39 -1.83 -0.99
C -7.49 2.16 2.43
H -1.95 6.39 2.47
C -0.66 -0.65 0.66
H 1.91 -3.31 7.37
H -6.72 -2.47 2.67
C 0.04 2.06 -1.97
C -7.48 -3.26 2.72
H -0.41 -1.46 -2.53
H -7.86 3.15 2.70
C -0.91 -2.10 1.07
N -0.96 -1.22 -1.70
H -7.10 2.65 -4.15
H -2.54 -2.58 4.11
N -2.96 -1.19 -2.78
H 8.67 -1.34 3.59
C -0.19 -0.33 -0.77
*
```

The ion C4H6PS2 with charge +1 at a distorted geometry. Source: the Open Molecules 2025 dataset; level of theory: ωB97M-V/def2-TZVPD.

Summary:
HOMO energy (eV): -13.92
Lowest unoccupied orbital energy (hartree): -0.1956
ΔE to the lowest compared entry with this formula, charge and spin (kcal/mol): 22.2
Orbital gap (eV): 8.602

```
! RIJCOSX wB97M-V def2-TZVPD def2/J DEFGRID3
* xyz 1 1
C -1.41 0.51 -0.44
H -0.63 -0.85 -1.96
S 0.50 -1.36 1.53
C -0.69 -0.71 -0.91
P 1.09 1.00 0.93
H -0.57 -0.98 2.47
H 3.41 1.19 -0.77
H 0.58 -2.34 -0.44
C -0.09 -1.60 -0.15
C -0.68 1.40 0.25
H -1.02 2.35 0.66
S 2.05 0.94 -0.77
H -2.52 0.45 -0.40
*
```

Question: Among the records above, which one has the lowest HOMO energy?
Answer: C4H6PS2